# 1
ORCA calculation (the ωB97M-V functional and the def2-TZVPD basis) on C20H30F12MnO15P2 as an isolated structure.

```
80
C20H30F12MnO15P2 | the OMol25 dataset | the ωB97M-V functional and the def2-TZVPD basis
Mn 0.028 0.040 1.437
P 3.445 0.186 2.860
F 5.028 0.068 3.107
F 3.534 -0.838 1.604
F 3.133 -1.060 3.832
F 1.802 0.328 2.572
F 3.278 1.201 4.087
F 3.653 1.432 1.851
P -2.403 -0.062 3.617
F -2.233 1.475 4.049
F -3.999 0.071 3.662
F -2.391 0.393 2.027
F -2.514 -1.598 3.124
F -0.741 -0.168 3.475
F -2.302 -0.538 5.133
C 3.174 -5.410 0.561
C 1.753 -4.929 0.595
C 0.982 -5.350 1.868
O 0.415 -4.142 2.357
C 0.899 -3.102 1.672
O 0.652 -1.964 1.913
O 1.732 -3.492 0.693
H 3.641 -5.360 1.542
H 3.796 -4.895 -0.168
H 3.180 -6.465 0.254
H 1.179 -5.227 -0.284
H 1.638 -5.767 2.634
H 0.204 -6.085 1.671
C 3.035 4.805 3.235
C 1.525 4.823 3.198
C 0.918 5.358 1.894
O 0.341 4.201 1.273
C 0.385 3.172 2.136
O -0.082 2.096 1.908
O 1.019 3.478 3.252
H 3.439 4.392 2.310
H 3.415 4.263 4.096
H 3.398 5.836 3.305
H 1.115 5.352 4.057
H 1.629 5.817 1.211
H 0.120 6.080 2.079
C -3.037 4.978 -1.906
C -2.955 3.524 -2.299
C -1.770 3.163 -3.200
O -0.964 2.294 -2.402
C -1.593 2.019 -1.237
O -1.179 1.266 -0.423
O -2.730 2.724 -1.125
H -2.062 5.299 -1.522
H -3.742 5.131 -1.090
H -3.315 5.626 -2.736
H -3.914 3.203 -2.709
H -1.190 4.054 -3.448
H -2.069 2.670 -4.124
C -2.751 -3.918 -3.180
C -3.338 -3.028 -2.103
C -3.664 -3.776 -0.804
O -2.888 -3.099 0.193
C -2.158 -2.129 -0.365
O -1.436 -1.410 0.241
O -2.356 -2.071 -1.699
H -3.525 -4.544 -3.626
H -1.948 -4.524 -2.762
H -2.353 -3.303 -3.989
H -4.209 -2.516 -2.512
H -3.370 -4.823 -0.860
H -4.699 -3.693 -0.480
C 0.416 -0.367 -4.807
C 1.478 -0.627 -3.761
C 2.433 0.543 -3.491
O 2.446 0.665 -2.071
C 1.487 -0.107 -1.541
O 1.258 -0.170 -0.375
O 0.824 -0.780 -2.486
H -0.248 -1.232 -4.829
H 0.882 -0.277 -5.793
H -0.145 0.546 -4.624
H 2.010 -1.549 -3.992
H 2.107 1.487 -3.928
H 3.447 0.336 -3.830
```

Output
Spin multiplicity ... 6
Strongest force on any atom ... 1.0 eV/Å
DFT total energy ... -4941.43071 hartree
⟨S²⟩ ... 8.7516
ΔE to the lowest compared entry with this formula, charge and spin ... 0.0 kJ/mol
Orbital gap (alpha / beta) ... 9.87 / 10.99 eV

Atom charges from the Löwdin analysis, given in e for atoms 1 to 8:
1 Mn 1.0013
2 P 0.1759
3 F -0.1446
4 F -0.1582
5 F -0.1407
6 F -0.2177
7 F -0.1378
8 F -0.1585

# 2
ORCA calculation (the ωB97M-V functional and the def2-TZVPD basis) on C20H30F2INO3Si2 as an isolated structure in a non-equilibrium geometry.

```
59
C20H30F2INO3Si2 | the OMol25 dataset | the ωB97M-V functional and the def2-TZVPD basis
C -1.983 -0.415 -0.937
C -1.521 -1.192 0.266
O -1.086 -0.221 1.252
C 0.022 -0.574 1.947
O 0.152 -1.680 2.475
C 1.119 0.460 2.028
C 1.402 0.952 3.456
C 0.837 2.326 3.840
Si -0.916 2.759 3.339
I -0.874 5.112 2.562
O -1.977 2.686 4.601
Si -3.074 1.416 4.716
C -2.209 -0.012 5.557
C -3.172 -1.093 6.079
N -3.074 -2.300 5.252
H -1.178 0.231 -1.263
H -2.816 0.215 -0.655
H -2.267 -1.082 -1.740
H -0.677 -1.827 0.027
H -2.302 -1.800 0.704
H 1.994 -0.090 1.702
H 0.980 1.268 1.322
H 1.116 0.177 4.155
H 2.480 1.033 3.534
H 1.482 3.123 3.492
H 0.840 2.400 4.925
H -1.451 1.993 2.210
H -4.232 1.873 5.507
H -3.530 1.046 3.361
H -1.660 0.412 6.394
H -1.481 -0.452 4.884
H -4.192 -0.710 6.070
H -2.901 -1.358 7.090
H -3.497 -2.151 4.351
H -3.521 -3.075 5.714
F 0.799 2.311 -0.719
C 1.836 1.935 -1.497
C 1.727 0.774 -2.234
C 2.793 0.388 -3.033
C 3.945 1.161 -3.078
C 4.032 2.324 -2.325
C 2.969 2.721 -1.527
H 0.822 0.184 -2.180
H 2.720 -0.516 -3.620
H 4.775 0.856 -3.700
H 4.930 2.925 -2.357
H 3.012 3.627 -0.936
F 0.242 -1.210 -4.363
C 0.487 -1.781 -5.563
C 0.243 -3.129 -5.724
C 0.497 -3.707 -6.959
C 0.993 -2.939 -8.002
C 1.233 -1.585 -7.813
C 0.977 -0.995 -6.584
H -0.138 -3.710 -4.895
H 0.307 -4.762 -7.105
H 1.191 -3.395 -8.962
H 1.622 -0.985 -8.624
H 1.151 0.060 -6.415
```

Output
Strongest force on any atom ... 2.3 eV/Å
DFT total energy ... -2137.09564 hartree
Orbital gap ... 9.90 eV

Atom charges from the natural (NBO) analysis, given in e for atoms 1 to 8:
1 C -0.6233
2 C -0.0579
3 O -0.5418
4 C 0.8097
5 O -0.5908
6 C -0.5331
7 C -0.3802
8 C -0.9206

# 3
ORCA calculation (the ωB97M-V functional and the def2-TZVPD basis) on C20H30FN5O4Pt as an isolated structure in a non-equilibrium geometry.

```
61
C20H30FN5O4Pt | the OMol25 dataset | the ωB97M-V functional and the def2-TZVPD basis
Pt -1.341 -2.774 -2.948
C 4.334 1.555 -0.117
C 3.275 1.933 -1.148
N 2.071 1.102 -1.025
C 2.006 -0.029 -1.764
C 0.971 -0.900 -1.712
C 0.785 -2.089 -2.602
O 0.545 -1.895 -3.824
O 0.687 -3.233 -2.042
C -0.181 -0.639 -0.890
O -1.204 -1.356 -0.887
C -0.070 0.556 -0.063
C -1.102 0.871 0.823
C -1.051 2.006 1.579
F -2.096 2.281 2.382
C 0.047 2.883 1.522
C 1.084 2.549 0.664
C 1.048 1.407 -0.149
N 0.164 4.056 2.304
C 0.324 5.332 1.619
C 1.276 6.219 2.447
N 1.292 5.697 3.849
C -0.096 5.410 4.318
C -0.640 4.210 3.517
H 5.211 2.192 -0.231
H 4.643 0.520 -0.257
H 3.952 1.660 0.899
H 3.670 1.791 -2.152
H 2.995 2.981 -1.065
H 2.845 -0.219 -2.421
H -1.960 0.214 0.881
H 1.952 3.192 0.646
H -0.645 5.832 1.499
H 0.732 5.178 0.625
H 0.935 7.252 2.461
H 2.294 6.195 2.064
H 1.774 6.345 4.471
H 1.800 4.810 3.845
H -0.692 6.307 4.164
H -0.082 5.189 5.382
H -1.699 4.383 3.312
H -0.559 3.295 4.101
C -4.218 -2.343 -3.497
C -3.213 -3.387 -3.066
O -3.503 -4.521 -2.812
H -4.684 -2.673 -4.426
H -3.778 -1.359 -3.639
H -4.988 -2.300 -2.727
N -1.922 -7.702 -0.332
C -0.767 -7.554 -1.231
C -0.805 -6.134 -1.857
N -1.130 -5.143 -0.778
H -1.796 -8.447 0.341
H -2.771 -7.900 -0.853
H -1.683 -5.787 -0.114
H -0.743 -8.300 -2.023
H 0.138 -7.661 -0.631
H -1.597 -6.088 -2.601
H 0.141 -5.872 -2.320
H -0.281 -4.745 -0.383
H -1.693 -4.352 -1.125
```

Output
Strongest force on any atom ... 4.1 eV/Å
Total charge ... +2
DFT total energy ... -1573.44195 hartree
ΔE to the lowest compared entry with this formula, charge and spin ... 263.2 kJ/mol
Orbital gap (alpha / beta) ... 6.60 / 6.58 eV

Atom charges from the natural (NBO) analysis, given in e for atoms 1 to 8:
1 Pt 0.8222
2 C -0.6221
3 C -0.2072
4 N -0.3550
5 C 0.1368
6 C -0.3019
7 C 0.6654
8 O -0.6792

# 4
ORCA calculation (the ωB97M-V functional and the def2-TZVPD basis) on one molecule with the formula C20H30N2O3 in a non-equilibrium geometry.

```
55
C20H30N2O3 | the OMol25 dataset | the ωB97M-V functional and the def2-TZVPD basis
O -3.012 -2.046 3.912
C -1.961 -1.203 3.500
C -2.093 -0.773 2.040
C -0.925 0.141 1.601
C 0.228 -0.734 1.084
N -0.223 -1.443 -0.097
C 0.669 -2.506 -0.534
C 2.016 -2.035 -1.020
C 3.097 -1.820 -0.159
C 4.306 -1.325 -0.608
C 4.513 -1.014 -1.950
C 3.457 -1.229 -2.802
C 2.236 -1.724 -2.346
O 1.372 -1.847 -3.407
C 2.087 -1.407 -4.540
O 3.389 -1.024 -4.156
C -0.553 -0.493 -1.142
C -1.667 0.435 -0.655
N -1.224 1.093 0.553
C -1.837 2.367 0.873
C -0.907 3.221 1.742
C -1.453 4.642 1.855
C -2.852 4.627 2.463
C -3.785 3.749 1.636
C -3.230 2.332 1.522
H -3.049 -2.801 3.314
H -2.014 -0.334 4.161
H -0.992 -1.698 3.662
H -3.047 -0.262 1.917
H -2.096 -1.658 1.399
H -0.569 0.702 2.470
H 1.097 -0.089 0.874
H 0.510 -1.464 1.847
H 0.164 -3.037 -1.346
H 0.800 -3.190 0.309
H 2.977 -2.059 0.887
H 5.113 -1.176 0.093
H 5.452 -0.630 -2.310
H 1.568 -0.546 -4.992
H 2.146 -2.222 -5.279
H 0.319 0.126 -1.414
H -0.881 -1.043 -2.026
H -2.589 -0.151 -0.511
H -1.860 1.190 -1.420
H -1.938 2.883 -0.092
H -0.831 2.794 2.744
H 0.090 3.228 1.300
H -0.785 5.247 2.473
H -1.493 5.097 0.862
H -3.247 5.644 2.515
H -2.799 4.237 3.482
H -4.775 3.723 2.097
H -3.895 4.178 0.636
H -3.161 1.895 2.520
H -3.906 1.720 0.919
```

Output
Strongest force on any atom ... 1.3 eV/Å
DFT total energy ... -1115.30243 hartree
ΔE to the lowest compared entry with this formula, charge and spin ... 227.2 kJ/mol
Orbital gap ... 8.72 eV
Structure (SMILES) ... OCC[C@H]1CN(Cc2cccc3c2OCO3)CCN1C1CCCCC1

Atom charges from the natural (NBO) analysis, given in e for atoms 1 to 8:
1 O -0.7154
2 C -0.0495
3 C -0.4728
4 C -0.0350
5 C -0.2195
6 N -0.4455
7 C -0.2267
8 C -0.1083

# 5
ORCA calculation (the ωB97M-V functional and the def2-TZVPD basis) on one molecule with the formula C20H30N2OS.

```
54
C20H30N2OS | the OMol25 dataset | the ωB97M-V functional and the def2-TZVPD basis
O -7.197 2.444 -3.461
C -5.871 2.206 -3.283
C -5.381 0.952 -2.941
C -4.023 0.762 -2.770
C -3.127 1.811 -2.934
C -1.658 1.594 -2.704
C -1.366 1.462 -1.203
C -1.751 2.724 -0.407
N -0.636 2.875 0.498
C 0.426 2.124 0.110
S 1.908 2.173 0.817
N 0.057 1.335 -0.926
C 0.829 0.183 -1.313
C 0.511 -1.051 -0.459
C 1.642 -2.079 -0.509
C 2.881 -1.656 0.292
C 2.991 -2.301 1.679
C 4.326 -1.909 2.318
C 4.488 -2.531 3.701
C 3.343 -2.102 4.611
C 2.009 -2.502 3.993
C 1.849 -1.884 2.606
C -3.628 3.059 -3.281
C -4.982 3.262 -3.457
H -7.700 1.632 -3.320
H -6.065 0.123 -2.812
H -3.656 -0.221 -2.511
H -1.080 2.427 -3.107
H -1.339 0.679 -3.207
H -1.901 0.585 -0.812
H -2.688 2.600 0.142
H -1.851 3.591 -1.072
H -0.501 3.704 1.052
H 1.877 0.459 -1.177
H 0.659 -0.021 -2.372
H -0.419 -1.509 -0.808
H 0.362 -0.722 0.570
H 1.914 -2.234 -1.556
H 1.274 -3.033 -0.128
H 2.889 -0.573 0.421
H 3.778 -1.922 -0.271
H 2.967 -3.392 1.563
H 5.150 -2.226 1.673
H 4.369 -0.821 2.403
H 4.492 -3.621 3.612
H 5.444 -2.228 4.133
H 3.453 -2.562 5.596
H 3.371 -1.018 4.740
H 1.187 -2.179 4.636
H 1.961 -3.591 3.911
H 0.892 -2.201 2.186
H 1.842 -0.795 2.692
H -2.949 3.887 -3.429
H -5.372 4.229 -3.730
```

Output
Strongest force on any atom ... 0.8 eV/Å
DFT total energy ... -1363.08088 hartree
ΔE to the lowest compared entry with this formula, charge and spin ... 0.0 kJ/mol
Orbital gap ... 8.65 eV
Structure (SMILES) ... Oc1ccc(C[C@@H]2CNC(=S)N2CCCCC2CCCCC2)cc1

Atom charges from the natural (NBO) analysis, given in e for atoms 1 to 8:
1 O -0.6629
2 C 0.3098
3 C -0.3099
4 C -0.1324
5 C -0.0869
6 C -0.4109
7 C -0.0284
8 C -0.2218

# 6
ORCA calculation (the ωB97M-V functional and the def2-TZVPD basis) on an isolated ion of composition C20H30N3O and charge +1.

```
54
C20H30N3O | the OMol25 dataset | the ωB97M-V functional and the def2-TZVPD basis
C -5.312 -2.152 0.640
N -4.060 -1.467 0.872
C -3.309 -1.789 2.061
C -3.722 -0.386 0.115
C -4.508 0.024 -0.978
C -4.158 1.117 -1.740
C -3.013 1.846 -1.465
C -2.213 1.442 -0.405
N -1.055 2.203 -0.115
C 0.170 1.773 0.164
C 0.529 0.436 0.085
C 1.791 -0.031 0.443
N 2.127 -1.316 0.362
C 1.409 -2.316 -0.407
C 2.327 -2.799 -1.546
O 3.528 -3.324 -1.048
C 4.225 -2.375 -0.284
C 3.351 -1.893 0.886
C 2.784 0.962 0.972
C 2.606 2.355 0.343
C 3.569 3.333 1.016
C 2.908 2.300 -1.156
C 1.163 2.810 0.577
C -2.561 0.357 0.386
H -6.169 -1.487 0.784
H -5.346 -2.559 -0.373
H -5.405 -2.981 1.336
H -3.740 -2.666 2.536
H -3.324 -0.968 2.786
H -2.269 -2.020 1.812
H -5.412 -0.505 -1.225
H -4.790 1.412 -2.563
H -2.741 2.701 -2.064
H -1.189 3.206 -0.176
H -0.226 -0.245 -0.270
H 0.493 -1.922 -0.835
H 1.170 -3.162 0.245
H 1.845 -3.603 -2.103
H 2.528 -1.956 -2.226
H 5.122 -2.872 0.086
H 4.514 -1.516 -0.909
H 3.894 -1.200 1.521
H 3.074 -2.766 1.487
H 3.804 0.638 0.771
H 2.663 1.044 2.057
H 3.393 3.384 2.088
H 3.444 4.331 0.602
H 4.600 3.030 0.853
H 2.813 3.290 -1.595
H 3.926 1.958 -1.326
H 2.227 1.630 -1.676
H 0.976 3.747 0.048
H 1.018 3.007 1.645
H -1.946 0.126 1.239
```

Output
Strongest force on any atom ... 0.8 eV/Å
Total charge ... +1
DFT total energy ... -1019.39811 hartree
ΔE to the lowest compared entry with this formula, charge and spin ... 0.0 kJ/mol
Orbital gap ... 7.18 eV
Structure (SMILES) ... CN(C)c1cccc(NC2=CC(=[N+]3CCOCC3)CC(C)(C)C2)c1

Atom charges from the natural (NBO) analysis, given in e for atoms 1 to 8:
1 C -0.4058
2 N -0.4247
3 C -0.4024
4 C 0.2915
5 C -0.2843
6 C -0.1618
7 C -0.2726
8 C 0.1361

# 7
ORCA calculation (the ωB97M-V functional and the def2-TZVPD basis) on C20H30N3O2PW as an isolated structure in a non-equilibrium geometry.

```
57
C20H30N3O2PW | the OMol25 dataset | the ωB97M-V functional and the def2-TZVPD basis
N -0.720 3.157 -0.456
C 0.037 3.929 -0.884
C 0.733 5.112 -1.330
H -0.033 5.853 -1.563
H 1.351 4.949 -2.213
H 1.360 5.497 -0.526
N 2.853 -2.042 -1.451
C 3.832 -2.644 -1.623
C 5.029 -3.434 -1.675
H 5.715 -2.971 -2.404
H 4.763 -4.454 -2.003
H 5.479 -3.443 -0.667
N -2.662 -1.381 -0.587
C -3.387 -2.198 -0.966
C -4.468 -3.075 -1.352
H -4.510 -3.927 -0.660
H -4.332 -3.434 -2.383
H -5.398 -2.490 -1.279
W 1.091 -0.874 -1.762
C 0.274 -2.012 -0.130
O -0.005 -2.815 0.681
C 1.774 0.456 -0.313
O 2.389 1.195 0.356
C 1.439 0.677 -3.297
C 0.116 0.682 -2.812
C -0.655 -0.489 -2.917
C -0.083 -1.677 -3.399
C 1.278 -1.713 -3.739
C 2.034 -0.526 -3.689
H 2.060 1.582 -3.225
H -0.319 1.562 -2.321
H -1.677 -0.497 -2.536
H -0.674 -2.599 -3.419
H 1.742 -2.639 -4.072
H 3.081 -0.538 -3.996
C 1.440 -0.236 3.611
C -0.038 -0.435 3.260
P -0.500 0.392 1.641
C -2.334 0.065 1.722
C -3.174 0.474 2.924
C -0.444 2.154 2.184
C -0.718 2.567 3.613
H 2.071 -0.772 2.888
H 1.639 -0.667 4.605
H 1.744 0.825 3.625
H -0.245 -1.510 3.112
H -0.700 -0.076 4.070
H -2.717 0.527 0.798
H -2.417 -1.022 1.561
H -3.368 1.554 2.933
H -4.152 -0.027 2.853
H -2.708 0.156 3.865
H 0.570 2.467 1.904
H -1.115 2.679 1.490
H -0.065 2.054 4.321
H -0.522 3.640 3.719
H -1.756 2.414 3.912
```

Output
Spin multiplicity ... 3
Strongest force on any atom ... 8.5 eV/Å
Total charge ... +4
DFT total energy ... -1501.48531 hartree
⟨S²⟩ ... 2.3809
ΔE to the lowest compared entry with this formula, charge and spin ... 35.5 kJ/mol
Orbital gap (alpha / beta) ... 4.68 / 4.92 eV

Atom charges from the natural (NBO) analysis, given in e for atoms 1 to 8:
1 N -0.4750
2 C 0.3812
3 C -0.7521
4 H 0.3119
5 H 0.2722
6 H 0.2933
7 N -0.5534
8 C 0.7160

# 8
ORCA calculation (the ωB97M-V functional and the def2-TZVPD basis) on C20H30N4O4S as an isolated structure in a non-equilibrium geometry.

```
59
C20H30N4O4S | the OMol25 dataset | the ωB97M-V functional and the def2-TZVPD basis
C 1.406 -0.885 4.907
H 1.903 -1.697 5.306
H 1.017 -0.321 5.904
H 0.405 -1.127 4.430
C 2.120 0.209 3.865
N 1.470 1.051 3.143
C 1.145 2.063 4.035
C -0.632 1.910 4.549
C -1.639 2.297 3.461
N -1.389 1.573 2.329
C -1.740 0.029 2.177
O -2.253 -0.499 3.023
C -1.333 -0.191 0.892
C -1.551 -1.839 0.828
N -1.391 -2.420 -0.314
C -0.630 -1.954 -1.476
C -0.318 -2.539 -2.536
C 0.203 -2.037 -3.698
C 0.261 -0.722 -3.531
C 0.153 -0.029 -2.546
C -0.574 -0.476 -1.459
C -0.732 0.156 -0.345
O -0.663 1.420 -0.284
H 0.423 0.990 -2.541
S 0.754 0.093 -5.113
O 1.878 1.185 -4.625
O 1.668 -0.755 -5.961
N -0.390 0.654 -5.832
C -1.091 -0.234 -6.468
H -1.724 0.258 -7.147
H -1.981 -0.653 -5.603
H -0.717 -0.931 -6.856
C -0.865 1.873 -5.189
H -1.483 1.746 -4.437
H -0.004 2.567 -4.872
H -1.497 2.311 -5.896
H 0.209 -2.508 -4.536
H -0.418 -3.869 -2.577
C -1.581 -3.964 -0.277
H -1.974 -4.346 0.607
H -0.484 -4.504 -0.329
H -2.126 -4.381 -1.153
H -1.880 -2.242 1.572
H -0.868 2.059 1.431
H -2.638 2.064 3.818
H -1.431 3.410 3.426
H -0.597 2.553 5.547
H -0.592 0.942 4.953
H 0.882 3.007 3.660
H 1.594 1.982 4.887
C 1.993 1.543 2.061
C 2.273 0.506 0.979
H 2.338 1.026 0.179
H 3.374 -0.025 1.227
H 1.636 -0.170 1.007
H 3.135 1.866 2.378
H 1.373 2.399 1.574
H 3.078 0.367 4.311
H 2.496 -0.790 3.132
```

Output
Strongest force on any atom ... 18.2 eV/Å
DFT total energy ... -1697.44628 hartree
ΔE to the lowest compared entry with this formula, charge and spin ... 2268.6 kJ/mol
Orbital gap ... 6.12 eV

Atom charges from the natural (NBO) analysis, given in e for atoms 1 to 8:
1 C -0.6140
2 H 0.2099
3 H 0.1760
4 H 0.2111
5 C -0.1568
6 N -0.5486
7 C -0.1880
8 C -0.3799